No. 1
This record from the Open Molecules 2025 dataset describes the molecule C21H21N5O5 at a distorted geometry. The level of theory is ωB97M-V/def2-TZVPD.

Geometry as XYZ:
```
52
C21H21N5O5 ωB97M-V/def2-TZVPD
C 5.146 -1.777 2.869
O 4.210 -1.037 2.119
C 2.910 -1.437 2.117
C 2.417 -2.541 2.801
C 1.079 -2.875 2.710
C 0.203 -2.108 1.949
C -1.180 -2.499 1.805
N -1.968 -1.846 1.046
N -3.229 -2.247 0.884
C -4.110 -1.668 -0.001
O -5.175 -2.209 -0.214
C -3.680 -0.397 -0.631
C -3.991 -0.181 -1.969
C -3.644 1.016 -2.571
C -3.017 2.010 -1.846
C -2.715 1.801 -0.502
O -2.105 2.805 0.186
C -3.040 0.595 0.103
C 0.699 -0.978 1.289
C 2.033 -0.648 1.347
C 2.630 0.528 0.615
N 1.762 1.159 -0.338
N 1.500 2.468 -0.193
C 0.768 2.842 -1.216
C 0.299 4.235 -1.385
C 0.539 1.716 -2.057
N -0.171 1.677 -3.262
O -0.596 2.726 -3.714
O -0.320 0.594 -3.806
C 1.212 0.647 -1.449
C 1.356 -0.759 -1.881
H 5.220 -2.809 2.513
H 4.898 -1.773 3.934
H 6.101 -1.275 2.720
H 3.071 -3.154 3.400
H 0.715 -3.747 3.233
H -1.508 -3.395 2.346
H -3.551 -3.113 1.328
H -4.497 -0.956 -2.522
H -3.867 1.181 -3.614
H -2.753 2.950 -2.304
H -1.949 2.534 1.099
H -2.815 0.443 1.149
H 0.005 -0.379 0.721
H 2.906 1.308 1.331
H 3.551 0.198 0.120
H -0.765 4.288 -1.163
H 0.838 4.881 -0.698
H 0.445 4.560 -2.412
H 1.384 -0.805 -2.968
H 2.254 -1.207 -1.462
H 0.493 -1.341 -1.557
```

Output
LUMO	0.17	eV
SMILES	COc1ccc(/C=N/NC(=O)c2cccc(O)c2)cc1Cn1nc(C)c([N+](=O)[O-])c1C
HOMO	-8.39	eV
total charge	0
max |F|	0.0333	Eh/bohr
gap between HOMO and LUMO	8.56	eV

These are the Löwdin partial charges, in e, on atoms 1 to 4: -0.07, -0.08, -0.23, -0.01

---

No. 2
This record from the Open Molecules 2025 dataset describes a structure of composition C21H21N6O2RhS2 at a distorted geometry. The level of theory is ωB97M-V/def2-TZVPD.

Geometry as XYZ:
```
53
C21H21N6O2RhS2 ωB97M-V/def2-TZVPD
Rh -0.402 1.636 -0.594
C -2.379 2.447 3.125
C -1.966 1.946 1.785
N -0.851 2.493 1.121
N -0.106 3.413 1.668
C 0.983 3.783 1.011
N 1.775 4.706 1.576
S 1.447 3.110 -0.532
C -2.624 0.942 1.083
C -3.795 0.287 1.549
C -4.460 -0.584 0.734
C -3.967 -0.846 -0.555
C -2.794 -0.233 -0.951
N -2.131 0.615 -0.176
H -1.643 3.147 3.504
H -2.482 1.617 3.826
H -3.341 2.963 3.076
H 1.434 5.209 2.381
H 2.526 5.109 1.043
H -4.147 0.494 2.551
H -5.361 -1.075 1.075
H -4.479 -1.519 -1.226
H -2.357 -0.437 -1.922
O 2.363 -3.831 -3.819
C 1.799 -2.769 -4.556
C 1.277 -1.722 -3.617
C 0.671 -0.546 -4.136
C 0.241 0.409 -3.264
N 0.353 0.289 -1.926
C 0.935 -0.845 -1.386
C 1.390 -1.859 -2.264
C 1.094 -0.888 0.017
C 1.664 -1.976 0.724
C 1.883 -1.908 2.070
C 2.518 -3.063 2.808
O 3.924 -3.109 2.633
C 1.537 -0.715 2.750
C 0.937 0.292 2.041
N 0.684 0.219 0.731
H 2.772 -4.458 -4.420
H 0.970 -3.119 -5.185
H 2.540 -2.304 -5.217
H 0.551 -0.409 -5.201
H -0.214 1.315 -3.639
H 1.854 -2.747 -1.869
H 1.938 -2.871 0.182
H 2.144 -4.005 2.408
H 2.249 -3.011 3.868
H 4.339 -2.387 3.115
H 1.718 -0.599 3.809
H 0.635 1.197 2.556
S -2.105 3.110 -2.907
C -1.543 3.085 -1.459
```

Output
LUMO (spin up / spin down)	-3.14 / -6.12	eV
HOMO (spin up / spin down)	-7.99 / -11.12	eV
spin multiplicity	6
⟨S²⟩	8.82
total charge	+1
max |F|	0.0271	Eh/bohr
ΔE to the lowest compared entry with this formula, charge and spin	23.5	kcal per mole
gap between HOMO and LUMO (spin up / spin down)	4.85 / 5.00	eV

These are the Löwdin partial charges, in e, on atoms 1 to 4: 0.96, -0.01, -0.21, -0.20

---

No. 3
This record from the Open Molecules 2025 dataset describes the molecule C21H21NO5. The level of theory is ωB97M-V/def2-TZVPD.

Geometry as XYZ:
```
48
C21H21NO5 ωB97M-V/def2-TZVPD
C -3.005 2.928 0.217
O -2.135 2.383 -0.760
C -0.977 1.867 -0.294
O -0.716 1.844 0.884
C -0.118 1.371 -1.389
C -0.589 1.341 -2.699
C 0.204 0.885 -3.731
C 1.488 0.443 -3.457
C 1.979 0.461 -2.167
C 1.192 0.925 -1.114
O 1.602 0.995 0.162
C 2.927 0.644 0.515
C 3.123 1.033 1.989
O 2.782 0.027 2.900
C 1.402 -0.313 2.970
C 1.214 -1.811 2.706
O 1.404 -2.171 1.350
C 0.465 -1.967 0.398
C 0.860 -2.339 -0.875
C 0.018 -2.219 -1.979
C -1.243 -1.711 -1.835
C -1.693 -1.320 -0.563
C -2.990 -0.800 -0.359
C -3.397 -0.457 0.900
C -2.487 -0.629 1.957
N -1.284 -1.100 1.808
C -0.851 -1.450 0.581
H -3.971 3.052 -0.267
H -2.628 3.894 0.562
H -3.083 2.255 1.073
H -1.593 1.685 -2.891
H -0.174 0.869 -4.741
H 2.116 0.079 -4.257
H 2.979 0.103 -1.978
H 3.643 1.197 -0.106
H 3.088 -0.434 0.395
H 4.182 1.230 2.174
H 2.543 1.948 2.175
H 1.054 -0.103 3.989
H 0.809 0.275 2.268
H 0.230 -2.123 3.057
H 1.999 -2.358 3.236
H 1.855 -2.741 -0.994
H 0.376 -2.529 -2.950
H -1.906 -1.609 -2.681
H -3.644 -0.684 -1.212
H -4.385 -0.064 1.089
H -2.763 -0.366 2.970
```

Output
LUMO	0.46	eV
SMILES	COC(=O)c1ccccc1OCCOCCOc1cccc2cccnc12
HOMO	-7.82	eV
total charge	0
max |F|	0.0172	Eh/bohr
ΔE to the lowest compared entry with this formula, charge and spin	44.3	kcal per mole
gap between HOMO and LUMO	8.28	eV

These are the Löwdin partial charges, in e, on atoms 1 to 4: -0.05, -0.06, -0.44, 0.12

---

No. 4
This record from the Open Molecules 2025 dataset describes the molecule C21H21NO6S. The level of theory is ωB97M-V/def2-TZVPD.

Geometry as XYZ:
```
50
C21H21NO6S ωB97M-V/def2-TZVPD
C 4.859 3.108 4.545
C 4.635 1.639 4.848
O 3.486 1.200 4.123
C 3.184 -0.100 4.227
O 3.827 -0.876 4.894
C 1.985 -0.472 3.442
C 1.244 0.467 2.730
C 0.128 0.083 2.014
C -0.257 -1.256 1.995
N -1.375 -1.711 1.293
C -2.104 -1.068 0.357
O -1.980 0.095 0.029
C -3.178 -1.944 -0.279
S -2.585 -3.606 -0.726
C -1.537 -3.195 -2.156
C -0.496 -2.163 -1.776
O 0.363 -2.323 -0.951
O -0.686 -1.051 -2.477
C 0.190 0.045 -2.216
C 0.091 1.062 -3.348
O 1.083 1.600 -3.777
C -1.264 1.325 -3.873
C -2.410 1.181 -3.092
C -3.651 1.445 -3.642
C -3.764 1.846 -4.964
C -2.626 2.002 -5.741
C -1.382 1.751 -5.196
C 0.483 -2.199 2.708
C 1.592 -1.809 3.424
H 3.992 3.690 4.847
H 5.731 3.463 5.086
H 5.018 3.250 3.480
H 5.496 1.032 4.547
H 4.462 1.472 5.918
H 1.546 1.503 2.743
H -0.446 0.815 1.472
H -1.541 -2.710 1.371
H -3.575 -1.452 -1.168
H -3.988 -2.103 0.434
H -1.053 -4.131 -2.431
H -2.164 -2.828 -2.968
H -0.108 0.521 -1.272
H 1.220 -0.311 -2.115
H -2.334 0.897 -2.054
H -4.539 1.343 -3.034
H -4.738 2.044 -5.387
H -2.712 2.323 -6.768
H -0.484 1.871 -5.783
H 0.185 -3.237 2.688
H 2.177 -2.527 3.979
```

Output
LUMO	0.28	eV
SMILES	CCOC(=O)c1ccc(NC(=O)CSCC(=O)OCC(=O)c2ccccc2)cc1
HOMO	-8.81	eV
total charge	0
max |F|	0.0147	Eh/bohr
ΔE to the lowest compared entry with this formula, charge and spin	0.0	kcal per mole
gap between HOMO and LUMO	9.09	eV

These are the Löwdin partial charges, in e, on atoms 1 to 4: -0.06, -0.22, -0.01, -0.45

---

No. 5
This record from the Open Molecules 2025 dataset describes the molecule C21H21NO8 at a distorted geometry. The level of theory is ωB97M-V/def2-TZVPD.

Geometry as XYZ:
```
51
C21H21NO8 ωB97M-V/def2-TZVPD
C 0.385 4.043 0.534
C -0.204 3.630 -0.809
O 0.243 2.348 -1.226
C 0.052 1.259 -0.427
C 1.085 0.335 -0.429
C 1.020 -0.859 0.287
C 2.107 -1.811 0.321
C 3.412 -1.570 0.108
C 4.366 -2.701 0.183
O 4.052 -3.856 0.328
O 5.635 -2.282 0.083
C 6.628 -3.294 0.145
C 4.019 -0.222 -0.112
O 4.100 0.636 0.727
O 4.494 -0.102 -1.355
C 5.145 1.124 -1.658
C -0.145 -1.126 1.005
C -1.184 -0.218 1.023
C -1.114 0.978 0.316
O -2.129 1.897 0.279
C -3.282 1.677 1.055
C -4.154 0.547 0.565
C -4.080 0.125 -0.759
C -4.889 -0.898 -1.211
C -5.783 -1.495 -0.332
N -6.634 -2.561 -0.798
O -6.537 -2.891 -1.961
O -7.398 -3.061 0.000
C -5.872 -1.081 0.992
C -5.054 -0.062 1.435
H 0.126 5.077 0.745
H -0.002 3.414 1.333
H 1.468 3.945 0.515
H -1.297 3.672 -0.777
H 0.153 4.294 -1.600
H 1.942 0.564 -1.040
H 1.843 -2.834 0.567
H 6.554 -3.840 1.088
H 7.586 -2.786 0.071
H 6.502 -3.999 -0.679
H 5.966 1.297 -0.959
H 4.439 1.955 -1.586
H 5.518 1.028 -2.674
H -0.233 -2.043 1.566
H -2.073 -0.461 1.583
H -3.843 2.616 0.975
H -3.021 1.528 2.112
H -3.383 0.601 -1.431
H -4.843 -1.241 -2.234
H -6.577 -1.565 1.651
H -5.112 0.266 2.462
```

Output
LUMO	-0.63	eV
SMILES	CCOc1cc(C=C(C(=O)OC)C(=O)OC)ccc1OCc1ccc([N+](=O)[O-])cc1
HOMO	-8.47	eV
total charge	0
max |F|	0.0252	Eh/bohr
ΔE to the lowest compared entry with this formula, charge and spin	0.7	kcal per mole
gap between HOMO and LUMO	7.84	eV

These are the Löwdin partial charges, in e, on atoms 1 to 4: -0.05, -0.23, -0.03, -0.19

---

No. 6
This record from the Open Molecules 2025 dataset describes the molecule C21H22BBrClF17NO5P at a distorted geometry. The level of theory is ωB97M-V/def2-TZVPD.

Geometry as XYZ:
```
70
C21H22BBrClF17NO5P ωB97M-V/def2-TZVPD
C 5.193 1.561 2.880
B 4.943 1.923 1.267
O 5.156 3.362 0.893
C 4.490 0.790 0.168
Br 5.901 -0.669 0.377
C 4.808 1.266 -1.398
O 5.649 2.190 -1.868
N 3.909 0.310 -2.155
C 2.583 0.378 -1.367
Cl 2.030 2.123 -1.843
C 1.708 -0.777 -2.135
C 1.288 -0.331 -3.691
C 0.656 -1.559 -4.573
C -0.196 -2.667 -3.718
O 0.674 -3.818 -3.390
C 0.155 -4.545 -2.200
O 0.994 -5.428 -1.621
C 2.945 0.160 0.251
C 1.904 0.866 1.353
C 0.558 -0.056 1.457
C -0.823 0.768 1.854
F -0.398 1.774 2.895
F -1.718 -0.234 2.476
C -1.490 1.597 0.589
F -0.595 2.808 0.430
F -1.245 0.788 -0.620
C -2.990 2.159 0.824
F -3.366 2.173 2.289
F -2.952 3.637 0.485
C -4.190 1.572 -0.114
F -3.862 1.576 -1.594
F -5.271 2.633 -0.050
C -4.735 0.083 0.200
F -3.523 -0.825 0.239
F -5.449 -0.371 -1.055
C -5.560 -0.225 1.534
F -6.186 -1.593 1.357
F -4.638 -0.427 2.716
C -6.743 0.753 2.035
F -7.324 0.052 3.249
F -6.279 2.068 2.622
C -8.018 0.982 1.045
F -8.131 2.385 0.494
F -8.169 0.024 -0.068
F -9.275 0.830 1.873
P 3.371 -1.659 0.805
C 3.470 -1.772 2.729
O 2.100 -2.765 0.366
H 4.198 1.626 3.519
H 5.774 0.559 3.046
H 5.889 2.433 3.301
H 6.168 3.430 0.814
H 3.890 0.777 -3.092
H 2.414 -1.737 -2.199
H 0.701 -1.070 -1.617
H 2.211 0.085 -4.302
H 0.464 0.518 -3.626
H -0.077 -1.105 -5.393
H 1.513 -2.111 -5.175
H -1.041 -3.089 -4.434
H -0.761 -2.223 -2.778
H -0.931 -4.400 -1.769
H 1.742 1.975 1.028
H 2.374 0.900 2.448
H 0.741 -0.800 2.374
H 0.412 -0.783 0.522
H 2.509 -2.361 3.103
H 3.563 -0.735 3.264
H 4.421 -2.405 3.057
H 2.468 -3.353 -0.379
```

Output
LUMO	-1.57	eV
HOMO	-7.83	eV
total charge	0
max |F|	0.1742	Eh/bohr
gap between HOMO and LUMO	6.26	eV

These are the Löwdin partial charges, in e, on atoms 1 to 4: -0.07, -0.43, 0.00, -0.50

---

> Among the records above, which one has the highest total charge?

C21H21N6O2RhS2